No. 1
75
Properties=species:S:1:pos:R:3 method="wB97M-V/def2-TZVPD" lumo_ev=-0.3 gap_ha=0.248
Pb -0.3856 -1.5625 5.9201
C -1.2258 1.9512 4.6914
C -1.5338 1.0169 3.7865
C -0.9158 0.8406 2.4293
C 0.3528 -0.0617 2.3244
C 1.4133 0.1155 3.3702
C 1.6780 1.2372 4.0489
C 1.1035 2.5925 3.7648
C -0.1560 2.9875 4.5880
C 1.6606 -1.6339 6.7100
H -1.8204 2.0223 5.6113
H -2.3479 0.3003 4.0026
H -0.6984 1.8067 1.9472
H -1.6851 0.3538 1.8024
H 0.0327 -1.1207 2.3011
H 0.7936 0.1349 1.3272
H 2.0272 -0.7858 3.5329
H 2.4037 1.2141 4.8776
H 0.8966 2.7267 2.6927
H 1.8836 3.3265 4.0318
H 0.1583 3.2677 5.6085
H -0.5647 3.9105 4.1360
H 1.6215 -1.2918 7.7516
H 2.2875 -0.9793 6.0791
H 2.0200 -2.6780 6.6583
P 1.3670 -1.2167 -3.1164
P -1.6201 -0.6552 -2.7272
N 2.8019 -0.2477 -2.9687
N 2.1157 -2.4733 -4.1002
N -1.8728 1.0533 -2.4574
N -3.2830 -1.0305 -3.0778
C 0.5303 -0.2374 -4.4605
C -0.9735 -0.5545 -4.4722
C 3.1438 0.3953 -1.7686
C 4.1643 1.2937 -2.0227
C 4.4757 1.2101 -3.4233
C 3.6269 0.2607 -3.9779
C 2.3029 -3.7725 -3.6005
C 2.7542 -4.5874 -4.6288
C 2.8481 -3.7795 -5.8101
C 2.4632 -2.4921 -5.4537
C -1.7343 1.6415 -1.1918
C -1.8659 3.0162 -1.3179
C -2.0811 3.3003 -2.7057
C -2.0881 2.0843 -3.3755
C -4.2291 -0.3414 -3.8480
C -5.3027 -1.1867 -4.1003
C -5.0090 -2.4481 -3.4732
C -3.7772 -2.3288 -2.8582
H 0.9678 -0.4563 -5.4415
H 0.7051 0.8299 -4.2496
H -1.5306 0.1851 -5.0604
H -1.1724 -1.5394 -4.9262
H 2.6187 0.1387 -0.8630
H 4.6246 1.9604 -1.3057
H 5.2172 1.7939 -3.9524
H 3.5451 -0.0965 -4.9918
H 2.0983 -3.9784 -2.5631
H 2.9977 -5.6385 -4.5545
H 3.1610 -4.1030 -6.7946
H 2.4156 -1.5976 -6.0553
H -1.5692 1.0177 -0.3283
H -1.8251 3.7435 -0.5171
H -2.2239 4.2736 -3.1563
H -2.2383 1.8773 -4.4234
H -4.0714 0.6859 -4.1316
H -6.1869 -0.9478 -4.6765
H -5.6281 -3.3355 -3.5022
H -3.1923 -3.0274 -2.2835
C -0.7235 0.4075 8.7256
C -1.4776 -0.2686 7.6328
O -2.6671 -0.2448 7.3920
H 0.2804 0.7144 8.3778
H -0.5917 -0.3031 9.5667
H -1.2902 1.3143 9.0250

No. 2
80
Properties=species:S:1:pos:R:3 method="wB97M-V/def2-TZVPD" lumo_ev="-5.9 / -6.0" gap_ha="0.272 / 0.245" total_charge=+2 multiplicity=4 relative_energy_ev=0.795 s_squared=3.7630
Re 12.8452 11.2037 7.3339
Br 6.9811 13.5282 10.2446
C 8.5906 12.6702 9.7620
C 9.7415 12.9956 10.4150
C 10.8768 12.5425 9.8299
N 10.9517 11.7275 8.7288
C 9.7875 11.4560 8.1003
C 8.6135 11.9203 8.5848
C 9.8569 10.5599 6.9621
C 8.7321 10.0654 6.4420
C 8.8200 9.2889 5.2983
Br 7.2233 8.6088 4.5093
C 10.0403 8.8778 4.8051
C 11.1577 9.3167 5.5059
N 11.0967 10.2207 6.5168
H 9.7421 13.6148 11.3148
H 11.8130 12.8056 10.2607
H 7.6290 11.7140 8.2012
H 7.7282 10.3833 6.7328
H 10.0934 8.0853 4.0633
H 12.1407 8.9054 5.2187
C 14.6476 11.9414 10.5921
C 15.2597 12.7559 9.4611
P 15.0493 11.9205 7.8423
C 16.1729 10.4983 7.7719
C 17.3396 10.4600 8.6884
C 15.6824 13.0336 6.4105
C 17.1410 12.9847 6.1644
H 14.5908 12.4401 11.5333
H 15.2111 11.0187 10.7480
H 13.6565 11.5244 10.3150
H 16.3364 12.9602 9.7048
H 14.6588 13.6408 9.2637
H 16.4601 10.5024 6.7489
H 15.5690 9.5902 7.8255
H 17.8119 11.4271 8.9407
H 18.1871 9.8843 8.2600
H 17.0167 9.9639 9.6405
H 15.2946 14.0980 6.6931
H 15.0445 12.7100 5.5869
H 17.6859 13.0872 7.0812
H 17.4351 13.7951 5.4914
H 17.3285 12.0518 5.7523
C 11.4507 16.4255 7.1237
N 11.7675 15.2212 6.2311
C 11.5653 15.2077 4.8932
C 11.9962 14.1797 4.1230
C 12.2829 12.9651 4.9028
N 12.4195 12.9699 6.2214
C 12.3453 14.1521 6.8996
O 12.6216 14.1645 8.1060
N 12.3596 11.7986 4.2062
H 12.3462 16.6858 7.6857
H 10.6991 15.9886 7.7985
H 11.0508 17.2143 6.4650
H 11.0066 16.1117 4.4801
H 12.0669 14.2254 3.0399
H 12.2436 11.8849 3.2215
H 12.8029 10.9670 4.5163
C 12.5293 6.4505 8.6312
Si 13.0667 8.0393 9.4344
C 11.7499 8.7811 10.4653
C 14.7257 8.0167 10.2010
C 15.0586 8.6074 11.4055
C 16.3615 8.5917 11.8652
C 17.3432 7.9629 11.0486
C 17.0074 7.3051 9.9309
C 15.6982 7.2793 9.4813
H 11.5397 6.4561 8.2472
H 12.7891 5.5811 9.2840
H 13.1239 6.3438 7.7755
H 11.6495 8.1922 11.4036
H 10.8053 8.7540 9.8770
H 11.9856 9.8395 10.6435
H 14.3168 9.0691 12.0467
H 16.5509 9.0757 12.7824
H 18.3565 7.9657 11.4393
H 17.8233 6.7422 9.4285
H 15.4194 6.7391 8.5784
F 13.1908 9.1076 8.1307

No. 3
80
Properties=species:S:1:pos:R:3 method="wB97M-V/def2-TZVPD" lumo_ev=-3.3 gap_ha=0.248 total_charge=+1 relative_energy_ev=0.000
Sc 1.1333 0.2629 -0.8170
I 8.3202 0.1256 0.2797
C 6.2999 0.6329 0.1948
C 5.8642 1.5676 -0.7301
C 4.5182 1.9023 -0.7972
I 3.8435 3.2075 -2.2600
C 3.6034 1.3189 0.0766
O 2.2974 1.5933 0.0076
C 4.0540 0.3573 0.9942
C 3.0234 -0.2624 1.8899
N 1.9334 -0.9255 1.1236
C 2.2542 -2.3132 0.7757
C 1.1600 -2.9057 -0.0700
C 0.9361 -4.2737 -0.1052
C -0.0619 -4.7723 -0.9239
C -0.8187 -3.8848 -1.6749
C -0.5407 -2.5368 -1.5742
N 0.4309 -2.0480 -0.7941
C 5.3949 0.0187 1.0499
H 6.5685 2.0264 -1.4102
H 3.4972 -0.9756 2.5711
H 2.5527 0.5114 2.4981
H 1.1134 -0.9371 1.7273
H 3.1852 -2.3081 0.2009
H 2.4102 -2.9309 1.6668
H 1.5415 -4.9319 0.5033
H -0.2500 -5.8364 -0.9732
H -1.6102 -4.2260 -2.3264
H -1.1094 -1.8125 -2.1446
H 5.7348 -0.7231 1.7625
N 2.3608 -2.4288 -4.2297
C 1.9579 -1.3760 -3.5002
S 2.9924 -0.8502 -2.2070
N 0.8068 -0.8295 -3.8450
N 0.4638 0.1911 -3.0300
C -0.3866 1.0497 -3.4522
C -0.6396 2.2089 -2.5988
C -1.3975 3.2933 -3.0174
C -1.5002 4.3948 -2.1825
C -0.8338 4.3890 -0.9669
C -0.0988 3.2671 -0.6217
N -0.0210 2.1931 -1.4057
H 3.2901 -2.7851 -4.0960
H 1.8733 -2.6371 -5.0859
H -0.8220 0.9769 -4.4447
H -1.8772 3.2794 -3.9863
H -2.0817 5.2553 -2.4850
H -0.8687 5.2392 -0.3013
H 0.4685 3.2167 0.3004
C -2.5563 1.2716 3.6508
C -1.5071 1.5559 2.5810
C -0.0951 1.5344 3.1595
Sb -1.5901 0.2877 0.8207
C -2.4261 -1.6027 1.4860
C -3.8738 -1.5829 1.9591
C -1.4972 -2.2141 2.5354
C -3.1913 1.2235 -0.3033
C -3.6341 0.2966 -1.4319
C -4.3639 1.7378 0.5238
H -2.4723 2.0070 4.4549
H -2.4153 0.2873 4.1012
H -3.5717 1.3185 3.2606
H -1.6937 2.5539 2.1680
H 0.1605 0.5440 3.5504
H -0.0154 2.2349 3.9942
H 0.6542 1.8143 2.4137
H -2.3645 -2.2220 0.5854
H -4.0044 -0.9628 2.8457
H -4.1899 -2.5966 2.2192
H -4.5518 -1.2168 1.1893
H -1.4325 -1.5970 3.4345
H -0.4850 -2.3600 2.1489
H -1.8679 -3.1950 2.8428
H -2.6978 2.0913 -0.7498
H -4.0792 -0.6264 -1.0532
H -2.7981 0.0225 -2.0822
H -4.3864 0.7886 -2.0536
H -4.8981 0.9350 1.0317
H -5.0809 2.2463 -0.1261
H -4.0407 2.4563 1.2783

No. 4
84
Properties=species:S:1:pos:R:3 method="wB97M-V/def2-TZVPD" lumo_ev=1.2 gap_ha=0.268 total_charge=-1
N -1.2878 -2.0445 1.0464
C -0.8614 -1.5497 -0.3179
S -0.9585 0.3105 -0.5524
O -1.9116 0.5846 -1.7808
O -1.6912 0.8988 0.6815
N 0.5584 1.0826 -0.9458
S 1.6147 1.2208 0.4377
O 2.9778 1.7942 -0.1149
O 1.9790 -0.2009 1.0049
I 0.8772 2.7671 2.1507
H -0.5114 -2.0478 1.7435
H -2.1512 -1.5786 1.4015
H -1.6378 -2.0179 -1.0948
H 0.1889 -2.0213 -0.6317
N 6.9395 1.9541 1.4589
C 7.9267 1.0259 1.6648
C 7.5027 -0.1714 1.1329
C 6.2171 0.0438 0.5815
C 5.8952 1.3656 0.7943
H 6.9763 2.9221 1.7508
H 8.8432 1.2956 2.1723
H 8.0598 -1.0993 1.1400
H 5.5935 -0.6865 0.0823
H 5.0143 1.9359 0.5315
N -2.4961 4.8647 2.0636
C -2.7723 5.1114 3.3832
C -2.5629 6.4519 3.6185
C -2.1517 7.0354 2.3963
C -2.1219 6.0332 1.4526
H -2.5595 3.9620 1.6112
H -3.0918 4.3138 4.0405
H -2.6935 6.9555 4.5676
H -1.9045 8.0748 2.2231
H -1.8658 6.0512 0.4016
N 10.2600 0.1860 -0.5931
C 11.4310 0.8021 -0.9506
C 12.3278 -0.1732 -1.3256
C 11.6728 -1.4210 -1.1953
C 10.3964 -1.1694 -0.7441
H 9.4256 0.6578 -0.2694
H 11.5261 1.8788 -0.9062
H 13.3437 -0.0041 -1.6584
H 12.0872 -2.3979 -1.4083
H 9.5762 -1.8373 -0.5170
N -4.8620 2.8354 2.5352
C -5.7177 2.4259 3.5245
C -6.2907 1.2385 3.1271
C -5.7573 0.9176 1.8559
C -4.8757 1.9191 1.5160
H -4.3067 3.6809 2.5547
H -5.8465 3.0137 4.4234
H -7.0138 0.6648 3.6922
H -5.9907 0.0491 1.2537
H -4.2595 2.0585 0.6378
N -0.5789 -3.5336 -3.5638
C 0.4083 -4.4618 -3.3579
C -0.0157 -5.6591 -3.8899
C -1.3013 -5.4439 -4.4413
C -1.6232 -4.1221 -4.2285
H -0.5421 -2.5655 -3.2719
H 1.3247 -4.1921 -2.8504
H 0.5414 -6.5870 -3.8827
H -1.9249 -6.1742 -4.9404
H -2.5041 -3.5518 -4.4912
N -1.9201 -4.9609 0.5600
C -0.9330 -5.8891 0.7659
C -1.3569 -7.0864 0.2339
C -2.6426 -6.8712 -0.3175
C -2.9645 -5.5494 -0.1047
H -1.8834 -3.9928 0.8519
H -0.0165 -5.6194 1.2734
H -0.7999 -8.0143 0.2411
H -3.2662 -7.6015 -0.8166
H -3.8454 -4.9791 -0.3674
N -8.1087 2.9696 -2.6869
C -8.1304 3.3470 -1.3695
C -7.0204 2.8117 -0.7550
C -6.3008 2.0909 -1.7379
C -6.9938 2.2077 -2.9220
H -8.8057 3.2156 -3.3778
H -8.9325 3.9612 -0.9827
H -6.7567 2.9287 0.2881
H -5.3763 1.5460 -1.5972
H -6.7903 1.8138 -3.9088

No. 5
80
Properties=species:S:1:pos:R:3 method="wB97M-V/def2-TZVPD" lumo_ev=-7.1 gap_ha=0.237 total_charge=+2 relative_energy_ev=0.962
Au 0.1045 -0.0125 -0.2523
S 5.2478 -0.1229 5.4715
N 3.6455 -0.2360 5.5355
C 3.2062 -0.1552 4.2923
C 1.8182 -0.1941 3.8724
C 0.7438 -0.3041 4.7582
C -0.5398 -0.3112 4.2563
C -0.7189 -0.2177 2.8790
N 0.2997 -0.1176 2.0372
C 1.5495 -0.0987 2.5089
C 2.6194 0.0449 1.5198
N 2.2837 0.1479 0.2092
C 3.2434 0.3154 -0.6981
C 4.5910 0.3567 -0.3669
C 4.9510 0.2440 0.9546
C 3.9541 0.0967 1.9204
C 4.2441 -0.0047 3.3409
N 5.4481 0.0282 3.8841
H 0.9463 -0.3782 5.8192
H -1.3958 -0.3840 4.9128
H -1.7052 -0.2207 2.4325
H 2.9223 0.4240 -1.7198
H 5.3332 0.4794 -1.1426
H 5.9870 0.2760 1.2684
C 1.2096 1.4038 -3.3622
Si 0.1255 0.0478 -2.6561
C -1.7274 0.6081 -3.4362
C -1.7981 2.0723 -3.0201
C -2.7709 -0.2731 -2.7513
C -1.6349 0.4170 -4.9331
C 0.6688 -1.6394 -3.3807
C 1.0055 -1.5389 -4.8715
C 1.9599 -2.0347 -2.6291
C -0.4001 -2.7029 -3.1193
H 0.8616 1.6608 -4.3616
H 2.2567 1.1010 -3.4527
H 1.1927 2.3097 -2.7496
H -1.7125 2.2044 -1.9484
H -2.7732 2.4842 -3.3173
H -1.0389 2.6762 -3.5170
H -2.5700 -0.4256 -1.6972
H -2.8492 -1.2465 -3.2350
H -3.7591 0.2058 -2.8236
H -0.7786 0.9192 -5.3824
H -2.5268 0.8748 -5.3825
H -1.6412 -0.6305 -5.2233
H 1.6777 -0.7083 -5.0953
H 0.1223 -1.4383 -5.4936
H 1.5157 -2.4597 -5.1723
H 2.7727 -1.3369 -2.8407
H 2.2939 -3.0227 -2.9614
H 1.8143 -2.0815 -1.5442
H -1.2462 -2.5869 -3.7970
H -0.7683 -2.6462 -2.0941
H 0.0201 -3.7015 -3.2812
C -2.7376 -3.0000 2.2446
As -2.3754 -2.8762 0.3680
C -1.3200 -4.4118 -0.0699
C -4.0605 -3.0100 -0.5185
O -1.6562 -1.4127 -0.0254
H -3.2697 -3.9325 2.4323
H -3.3591 -2.1635 2.5592
H -1.8033 -2.9987 2.8032
H -1.7199 -5.2608 0.4853
H -0.2867 -4.2425 0.2280
H -1.3675 -4.6237 -1.1346
H -4.5619 -3.9197 -0.1882
H -3.9207 -3.0408 -1.5966
H -4.6664 -2.1460 -0.2513
Br -5.2797 2.2003 0.6613
C -3.4574 2.6262 0.5378
C -3.0200 3.9403 0.5614
C -1.6616 4.1857 0.4297
C -0.7958 3.1195 0.2763
N -1.2306 1.8557 0.2524
C -2.5384 1.6060 0.3878
H -3.7247 4.7518 0.6834
H -1.2791 5.1967 0.4443
H 0.2716 3.2680 0.1726
H -2.8416 0.5676 0.3547

No. 6
80
Properties=species:S:1:pos:R:3 method="wB97M-V/def2-TZVPD" lumo_ev="-7.7 / -7.7" gap_ha="0.235 / 0.235" total_charge=+2 relative_energy_ev=1.316
Au -0.0776 -0.2199 0.0614
S 0.0260 6.3954 4.2106
N -0.4728 4.9119 4.5768
C -0.2849 4.1142 3.5328
C -0.5725 2.7148 3.4575
C -1.1142 1.9812 4.5208
C -1.3161 0.6261 4.3618
C -0.9702 0.0393 3.1487
N -0.4768 0.7246 2.1394
C -0.2758 2.0431 2.2491
C 0.2590 2.7598 1.1120
N 0.4605 2.0873 -0.0263
C 0.9452 2.6947 -1.0859
C 1.2884 4.0458 -1.0860
C 1.0910 4.7755 0.0653
C 0.5581 4.1400 1.1938
C 0.2890 4.8113 2.4275
N 0.5034 6.0925 2.7053
H -1.3528 2.4953 5.4381
H -1.7231 0.0249 5.1579
H -1.0852 -1.0218 2.9845
H 1.0615 2.0701 -1.9630
H 1.6982 4.5002 -1.9751
H 1.3315 5.8266 0.1244
C -3.6514 -0.3849 0.8511
Si -2.3779 -0.9223 -0.4825
C -2.3403 -2.9277 -0.5047
C -1.9206 -3.2939 0.9149
C -3.7179 -3.4956 -0.7855
C -1.3244 -3.4387 -1.5127
C -2.9944 -0.0565 -2.2057
C -2.0309 -0.4020 -3.3217
C -4.4078 -0.4842 -2.5445
C -2.9499 1.4304 -1.8900
H -4.6658 -0.6214 0.5386
H -3.6104 0.6837 1.0451
H -3.4837 -0.8820 1.8027
H -2.6982 -3.0434 1.6300
H -1.0001 -2.7943 1.2063
H -1.7620 -4.3692 0.9771
H -4.4614 -3.0977 -0.1022
H -3.6913 -4.5773 -0.6494
H -4.0399 -3.3096 -1.8057
H -0.3708 -2.9189 -1.4188
H -1.6793 -3.3206 -2.5328
H -1.1565 -4.5042 -1.3539
H -2.1182 -1.4438 -3.6172
H -0.9997 -0.2008 -3.0375
H -2.2643 0.2036 -4.1973
H -4.4670 -1.5333 -2.8179
H -4.7466 0.0898 -3.4085
H -5.1039 -0.2887 -1.7340
H -1.9610 1.7433 -1.5642
H -3.6771 1.7006 -1.1302
H -3.1974 1.9900 -2.7920
C 2.9693 0.1594 -3.9928
As 2.5016 -1.0671 -2.5661
C 2.2869 -2.8119 -3.3806
C 3.9742 -1.1273 -1.3021
O 1.0635 -0.5888 -1.9065
H 3.8368 -0.2344 -4.5228
H 3.2060 1.1468 -3.5964
H 2.1288 0.2396 -4.6861
H 3.1980 -3.0910 -3.9079
H 1.4566 -2.7693 -4.0889
H 2.0651 -3.5553 -2.6153
H 4.9061 -1.2437 -1.8520
H 3.8529 -1.9726 -0.6272
H 4.0031 -0.2008 -0.7272
Br 4.9205 -0.0146 3.1778
C 3.6824 -1.2271 2.4059
C 3.9419 -2.5915 2.3391
C 3.0148 -3.3990 1.6996
C 1.8699 -2.8208 1.1728
N 1.6169 -1.5223 1.2723
C 2.4986 -0.7391 1.8662
H 4.8410 -3.0031 2.7699
H 3.1830 -4.4598 1.6111
H 1.1312 -3.4125 0.6516
H 2.2588 0.3121 1.9178

Number 1: largest force on an atom 2.3 eV/A. Number 2: largest force on an atom 3.9 eV/A. Number 3: largest force on an atom 0.4 eV/A. Number 4: largest force on an atom 8.2 eV/A. Number 5: largest force on an atom 3.3 eV/A. Number 6: largest force on an atom 3.1 eV/A.